No. 1
{
  "formula": "C3H8N2S",
  "method": "ωB97M-V/def2-TZVPD",
  "gap_ev": 9.01,
  "e_above_lowest_kcal_mol": 49.6,
  "smiles": "CCC(=S)NN",
  "lumo_energy_ev": 0.7107,
  "elements": ["H", "H", "C", "C", "H", "H", "H", "C", "N", "N", "H", "S", "H", "H"],
  "xyz": [[-0.824, 1.560, -1.199], [1.717, -1.597, -0.821], [-1.018, -0.425, 0.268], [-0.384, 0.838, 0.837], [0.383, 2.613, -0.313], [-1.068, 1.494, 1.361], [-0.570, -2.141, -0.697], [0.070, 1.599, -0.515], [-0.128, -1.444, -0.107], [1.217, -1.393, 0.089], [0.630, 0.469, 1.321], [-2.647, -0.620, -0.038], [0.935, 0.968, -1.025], [1.686, -1.921, 0.840]]
}



No. 2
{
  "formula": "C6H13NO",
  "method": "ωB97M-V/def2-TZVPD",
  "gap_ev": 6.75,
  "e_above_lowest_kcal_mol": 198.8,
  "lumo_energy_ev": -0.6134,
  "elements": ["H", "C", "C", "C", "C", "H", "H", "C", "H", "H", "H", "C", "O", "H", "H", "H", "N", "H", "H", "H", "H"],
  "xyz": [[1.192, -0.418, 2.448], [1.511, -0.586, -1.585], [-2.255, -0.485, 0.205], [0.181, -0.548, 0.562], [-0.999, 0.340, 0.719], [-1.574, 2.500, 0.073], [-0.056, 2.138, 0.444], [1.262, -0.118, 1.347], [2.326, 0.078, -1.094], [-0.709, 1.307, -1.156], [-1.956, -1.568, 0.501], [-0.853, 1.659, -0.053], [2.190, 0.742, 0.917], [-1.119, 0.552, 1.832], [2.119, -0.369, 0.652], [0.694, -2.168, -0.383], [0.539, -1.227, -0.622], [-3.121, 0.028, 0.604], [0.934, -0.039, -2.302], [-2.345, -0.497, -0.912], [2.038, -1.321, -2.197]]
}



No. 3
{
  "formula": "C15H19N3O5",
  "method": "ωB97M-V/def2-TZVPD",
  "gap_ev": 8.81,
  "e_above_lowest_kcal_mol": 48.8,
  "smiles": "COCCNC(=O)CC(=O)N/N=C/c1cccc(C(=O)OC)c1",
  "lumo_energy_ev": -0.1417,
  "elements": ["C", "H", "C", "N", "C", "H", "C", "C", "H", "H", "H", "C", "C", "O", "C", "C", "H", "O", "H", "O", "C", "O", "H", "H", "N", "H", "C", "H", "C", "H", "H", "H", "N", "H", "H", "H", "O", "C", "H", "H", "C", "C"],
  "xyz": [[-1.185, 0.265, 2.685], [-1.238, -2.303, 0.394], [1.303, 0.009, -4.060], [1.833, 1.225, -3.858], [-1.676, -0.567, 4.884], [4.369, 2.517, -5.654], [-1.312, -1.024, 2.156], [-1.125, -1.267, 0.741], [-0.781, -1.539, -1.698], [-1.819, -0.401, 5.940], [3.729, 1.815, -3.196], [-1.805, -1.854, 4.369], [-0.186, -0.064, -3.668], [-2.284, -2.684, 6.517], [-0.352, 0.412, -2.243], [-2.134, -3.019, 5.228], [1.406, 4.264, -4.841], [1.892, -0.945, -4.518], [-1.728, -3.086, 2.634], [-0.170, 1.564, -1.915], [-1.623, -2.078, 3.009], [3.443, 3.938, -4.625], [2.357, 5.489, -3.964], [1.952, 3.955, -3.168], [-0.844, -0.320, -0.057], [-0.944, 1.072, 2.012], [2.219, 4.421, -4.123], [-1.267, 1.482, 4.437], [-1.367, 0.484, 4.037], [-2.685, -3.310, 8.390], [-3.538, -4.222, 7.105], [-1.808, -4.503, 7.382], [-0.683, -0.577, -1.363], [-0.534, -1.084, -3.822], [-0.735, 0.611, -4.327], [3.668, 0.599, -4.498], [-2.257, -4.149, 4.821], [-2.598, -3.750, 7.400], [2.605, 2.559, -5.918], [1.280, 1.900, -3.343], [3.401, 2.640, -5.163], [3.222, 1.522, -4.121]]
}



No. 4
{
  "formula": "C38H57BrGeO4OsPS2",
  "method": "ωB97M-V/def2-TZVPD",
  "gap_ev": [8.54, 5.59],
  "spin_multiplicity": 6,
  "e_above_lowest_kcal_mol": 0.0,
  "charge": 2,
  "lumo_energy_ev": [-4.9508, -8.2036],
  "elements": ["H", "C", "Br", "C", "H", "H", "Ge", "H", "O", "C", "C", "C", "C", "H", "S", "O", "H", "H", "H", "H", "H", "H", "H", "C", "C", "H", "C", "C", "H", "C", "O", "H", "P", "C", "C", "H", "C", "C", "C", "H", "H", "C", "H", "H", "H", "H", "H", "C", "H", "C", "C", "H", "C", "H", "O", "S", "H", "H", "C", "C", "H", "C", "H", "C", "C", "C", "H", "C", "H", "C", "H", "H", "C", "H", "C", "H", "C", "C", "H", "C", "C", "H", "H", "H", "H", "H", "C", "H", "H", "H", "H", "H", "C", "H", "Os", "H", "H", "H", "H", "C", "H", "H", "H", "H", "H"],
  "xyz": [[4.284, -3.730, -2.478], [3.282, -0.325, 4.280], [1.846, 1.796, -1.404], [-0.433, -5.594, -1.017], [1.785, -4.874, 0.378], [-0.544, 1.478, 2.065], [1.417, -3.384, -2.487], [-3.819, 0.395, -2.479], [0.798, -1.610, -2.846], [-0.220, -4.311, -0.225], [4.586, -3.305, -1.519], [4.251, -1.021, -2.495], [-0.730, 6.474, -1.477], [-2.038, 5.950, 0.900], [-0.582, -2.301, 3.207], [-0.679, 0.131, -0.717], [-2.393, 5.353, -3.384], [5.312, -1.025, -2.743], [-0.479, 0.719, -3.278], [-1.879, -4.494, 1.152], [1.047, 0.701, -4.187], [-1.319, -2.877, -3.875], [1.604, -3.270, 4.632], [-0.777, 1.546, 5.933], [-0.220, 3.669, -1.266], [-1.150, -5.427, -1.823], [0.036, 0.295, -4.138], [2.275, -1.285, 4.128], [4.317, -1.961, 0.837], [4.393, -0.622, 5.046], [0.210, -3.258, -1.124], [-2.718, -1.116, -0.727], [0.851, -0.860, 3.144], [-0.078, 0.528, 5.305], [-0.958, 1.365, -0.838], [5.674, -3.240, -1.518], [-2.677, 6.031, 0.019], [4.506, -1.867, 5.657], [3.509, -2.818, 5.507], [-4.715, 1.831, -1.966], [-3.795, 5.091, -2.335], [2.385, -2.530, 4.742], [1.093, -3.555, 1.317], [5.601, -1.186, -0.108], [-2.956, 7.079, -0.099], [-0.022, 6.425, -0.646], [-4.158, -1.036, 0.279], [0.817, -1.789, -5.243], [-0.825, -6.379, -0.370], [0.067, 2.351, -1.145], [-2.333, 1.812, -0.663], [0.545, -5.233, 1.583], [-4.381, 0.840, -1.654], [-3.748, 1.675, 1.660], [2.535, -2.127, -1.168], [1.568, -0.257, 1.316], [-0.840, 1.570, 7.013], [-0.205, 6.237, -2.404], [-3.212, -0.542, 0.053], [-2.886, 5.679, -2.467], [-5.265, 0.225, -1.477], [-1.308, 2.515, 3.786], [-3.178, 6.723, -2.591], [0.007, 0.513, 3.908], [-1.341, -1.788, -3.957], [-1.388, 2.535, 5.175], [3.965, 0.012, -2.287], [0.859, -4.509, 0.829], [0.414, -0.237, 5.894], [-4.358, 1.528, 0.765], [3.194, 0.646, 3.806], [-1.929, 3.331, 5.670], [4.522, -1.316, -0.019], [4.283, -3.985, -0.720], [3.994, -1.923, -1.301], [-4.802, 2.484, 0.488], [-1.558, 4.112, -1.102], [-0.618, 1.501, 3.146], [-3.593, 5.468, 0.201], [-2.557, 3.152, -0.811], [0.064, -1.217, -4.053], [-1.921, -1.532, -4.845], [-3.570, 3.512, -0.703], [1.847, -1.430, -5.257], [0.501, -5.964, -1.447], [4.082, -0.337, 0.172], [-1.941, 5.568, -1.252], [5.173, 0.118, 5.173], [0.826, -2.881, -5.230], [0.566, 4.373, -1.492], [-2.305, -3.819, -0.427], [3.695, -1.365, -3.369], [-3.534, 0.897, -0.371], [-0.505, 0.605, -5.032], [0.997, -0.995, -0.837], [0.333, -1.481, -6.170], [3.599, -3.782, 5.988], [-5.178, 0.858, 1.025], [5.377, -2.093, 6.259], [-1.539, -3.835, 0.351], [-2.595, -0.579, 0.954], [-1.438, -2.824, 0.747], [-1.783, 3.297, 3.206], [-1.068, 7.506, -1.556], [-1.857, -1.393, -3.078]]
}



No. 5
{
  "formula": "C21H23BN8O6V",
  "method": "ωB97M-V/def2-TZVPD",
  "gap_ev": [6.96, 7.58],
  "spin_multiplicity": 2,
  "charge": 2,
  "lumo_energy_ev": [-8.1403, -7.5238],
  "elements": ["V", "N", "B", "O", "C", "C", "C", "C", "H", "H", "N", "H", "C", "C", "C", "H", "H", "H", "C", "H", "N", "H", "H", "C", "H", "C", "N", "C", "C", "H", "H", "H", "N", "H", "C", "C", "H", "O", "C", "O", "H", "C", "N", "C", "C", "O", "H", "N", "C", "H", "H", "O", "C", "C", "H", "O", "H", "H", "N", "H"],
  "xyz": [[0.177, 0.767, 0.458], [-0.889, 2.331, 1.173], [0.510, 2.194, 3.205], [-0.342, 1.214, -1.155], [-2.283, 0.090, -2.020], [3.329, -3.203, -3.204], [3.048, 1.740, 0.578], [-0.108, -0.038, 4.446], [-2.307, 2.814, -0.311], [-5.719, -1.590, -1.432], [0.085, 0.713, 3.364], [1.905, -0.902, -3.779], [-2.680, -0.267, -0.742], [-3.127, -0.160, -3.104], [1.475, -1.953, -0.529], [3.278, 1.367, -0.407], [-2.100, -0.090, 0.157], [2.407, -3.786, -1.389], [-0.465, -1.322, 4.053], [0.023, 0.382, 5.430], [2.121, -3.449, -2.328], [4.092, -3.941, -2.972], [-0.694, -2.160, 4.686], [3.689, -1.763, -2.886], [3.237, 3.126, 3.519], [-3.901, -0.877, -0.566], [-4.279, -1.260, 0.813], [-0.939, 0.666, -2.272], [-1.914, 3.041, 0.665], [1.485, -4.133, -2.731], [-1.354, 4.432, 3.556], [4.320, -1.330, -3.658], [-0.124, -0.049, 2.256], [3.011, -3.320, -4.239], [-0.455, -1.286, 2.675], [-4.363, -0.752, -2.898], [4.227, -1.710, -1.937], [-3.451, -1.052, 1.684], [2.320, -1.089, -2.790], [-0.363, 0.676, -3.316], [-2.804, 0.117, -4.099], [-4.762, -1.122, -1.619], [-0.599, 2.867, 2.384], [1.454, -2.119, -2.051], [3.855, 2.374, 1.491], [0.835, -0.908, -0.089], [2.330, -0.135, -2.267], [1.792, 1.650, 1.070], [3.021, 2.649, 2.576], [-0.661, -2.068, 1.964], [-5.020, -0.935, -3.737], [2.013, -2.783, 0.166], [-1.429, 3.877, 2.635], [-2.290, 4.026, 1.557], [0.425, -2.136, -2.406], [-5.372, -1.738, 0.979], [-3.070, 4.757, 1.439], [4.899, 2.612, 1.395], [1.795, 2.219, 2.309], [0.706, 2.722, 4.251]]
}



No. 6
{
  "formula": "C3H7I2OP",
  "method": "ωB97M-V/def2-TZVPD",
  "gap_ev": 7.96,
  "e_above_lowest_kcal_mol": 8.9,
  "smiles": "CC(C)P(=O)(I)I",
  "lumo_energy_ev": -1.6395,
  "elements": ["H", "H", "O", "H", "H", "C", "C", "H", "H", "P", "C", "I", "I", "H"],
  "xyz": [[1.294, 0.625, 0.757], [0.233, -1.757, 1.204], [-1.528, 1.998, 0.904], [1.747, -1.252, -0.484], [0.229, -1.330, -1.238], [-0.249, -0.870, 1.310], [0.412, 0.106, 0.315], [-1.174, -1.184, 1.025], [1.437, -0.097, -1.570], [-0.806, 1.436, -0.223], [0.982, -0.695, -0.854], [-2.639, 0.318, -2.013], [0.283, 3.232, -1.468], [-0.220, -0.529, 2.336]]
}